[1]
116
Properties=species:S:1:pos:R:3:mulliken_charge:R:1 method="wB97M-V/def2-TZVPD" total_energy_ev=-181244.19375 orbital_gap_ev="5.149 / 4.275" spin_multiplicity=2 homo_ev="-7.31 / -7.31" de_lowest_kcal_mol=31.2
Ir -0.52 0.89 -0.67 1.923
C -2.84 3.16 5.89 -1.466
C -2.97 3.17 4.39 0.400
C -4.16 2.81 3.76 -0.850
C -4.26 2.81 2.37 -0.347
C -3.16 3.17 1.60 -0.660
C -1.98 3.56 2.22 1.712
C -1.89 3.55 3.60 -0.900
S -3.19 2.96 -0.15 0.938
O -4.55 2.80 -0.57 -0.737
O -2.34 3.90 -0.80 -0.500
N -2.41 1.51 -0.21 -0.700
C -3.05 0.29 -0.23 0.854
C -4.36 -0.05 0.11 -0.772
C -4.70 -1.39 0.08 -0.695
C -3.75 -2.35 -0.27 -1.114
C -2.48 -1.93 -0.60 -0.210
N -2.13 -0.63 -0.58 -0.019
H -3.76 2.83 6.37 0.350
H -2.61 4.16 6.26 0.367
H -2.03 2.50 6.22 0.165
H -5.01 2.51 4.36 0.426
H -5.19 2.53 1.88 0.590
H -1.16 3.87 1.59 -0.152
H -0.96 3.82 4.09 0.364
H -5.07 0.71 0.37 0.467
H -5.70 -1.69 0.36 0.431
H -3.99 -3.40 -0.29 0.503
H -1.72 -2.64 -0.86 0.277
C -2.29 7.14 3.07 -0.860
C -1.08 7.93 2.57 -0.688
S -0.13 7.09 1.32 1.113
O -1.00 6.27 0.51 -0.469
O 0.73 8.05 0.69 -0.659
C 0.93 5.98 2.23 0.428
C 1.97 5.37 1.30 -1.564
N 1.43 4.44 0.29 0.324
C 0.97 3.21 0.58 0.241
N 0.40 2.67 -0.50 -0.640
C 0.45 3.60 -1.51 -0.679
C 1.09 4.68 -1.03 -0.406
N 1.51 5.83 -1.81 1.184
O 2.42 6.50 -1.37 -0.623
O 0.93 5.98 -2.86 -0.622
C 1.18 2.47 1.85 -0.182
H -2.98 7.81 3.58 0.475
H -1.99 6.36 3.76 0.140
H -2.81 6.68 2.23 0.230
H -0.38 8.19 3.36 0.409
H -1.38 8.85 2.05 0.421
H 0.30 5.24 2.72 -0.797
H 1.45 6.59 2.98 0.897
H 2.70 4.81 1.89 0.514
H 2.49 6.16 0.77 0.569
H 0.06 3.44 -2.50 0.724
H 1.38 3.13 2.69 0.637
H 2.04 1.80 1.73 0.462
H 0.31 1.86 2.08 -0.864
C 5.51 -3.05 2.52 -0.480
C 5.17 -1.88 1.85 -0.727
C 3.98 -1.81 1.14 -0.083
C 3.12 -2.91 1.10 0.032
C 3.47 -4.08 1.77 -0.134
C 4.67 -4.15 2.47 -0.773
Ge 1.40 -2.85 0.25 0.816
C 1.31 -3.50 -1.56 0.698
C 2.33 -4.40 -1.90 -0.933
C 2.28 -5.07 -3.12 -0.704
C 1.23 -4.84 -4.00 -0.693
C 0.24 -3.93 -3.67 -0.836
C 0.28 -3.27 -2.46 0.759
C 0.04 -3.71 1.31 0.232
C -0.31 -3.16 2.55 -0.443
C -1.32 -3.73 3.31 -0.431
C -1.98 -4.87 2.85 -0.656
C -1.61 -5.45 1.64 -0.690
C -0.61 -4.87 0.87 -0.305
H 6.43 -3.09 3.09 0.392
H 5.83 -1.02 1.88 0.411
H 3.72 -0.90 0.62 0.308
H 2.81 -4.94 1.76 0.460
H 4.94 -5.06 2.99 0.406
H 3.16 -4.56 -1.23 0.332
H 3.07 -5.77 -3.38 0.421
H 1.20 -5.37 -4.94 0.374
H -0.56 -3.73 -4.37 0.451
H -0.48 -2.53 -2.23 0.044
H 0.20 -2.29 2.92 0.352
H -1.59 -3.29 4.26 0.550
H -2.76 -5.32 3.44 0.420
H -2.11 -6.34 1.29 0.428
H -0.34 -5.31 -0.08 0.428
F 2.19 0.84 -1.13 -0.157
C 1.00 0.59 -1.66 0.349
F 0.92 -1.15 0.59 -0.435
C 1.33 0.12 -3.10 0.906
F 2.02 1.08 -3.71 -0.236
F 0.22 -0.13 -3.78 -0.245
F 2.08 -0.97 -3.03 -0.217
N -1.29 -0.04 2.29 2.055
C -0.86 0.02 3.63 -0.077
C 0.49 0.14 3.93 0.378
C 0.89 0.33 5.25 -1.209
C -0.05 0.43 6.26 -0.025
C -1.39 0.22 5.96 -1.623
C -1.80 0.02 4.66 -0.537
S 0.40 0.89 7.92 1.372
O 1.84 1.13 7.85 -0.746
O 0.01 -0.23 8.75 -0.708
O -0.40 2.10 8.14 -0.681
H -2.23 -0.34 2.11 0.107
H -0.59 -0.33 1.63 -1.271
H 1.22 0.11 3.13 0.615
H 1.94 0.45 5.51 0.645
H -2.11 0.24 6.77 0.455
H -2.85 -0.09 4.42 0.501


[2]
122
Properties=species:S:1:pos:R:3:mulliken_charge:R:1 method="wB97M-V/def2-TZVPD" total_charge=+1 total_energy_ev=-125039.59158 orbital_gap_ev=6.830 homo_ev=-10.75 de_lowest_kcal_mol=0.0
C 0.90 -4.43 0.49 -1.159
C 0.18 -5.35 -0.50 -0.444
C -1.25 -4.87 -0.80 1.133
O -1.60 -4.84 -2.17 -0.384
C -0.82 -3.98 -2.95 -1.113
C -0.89 -2.53 -2.51 0.282
N -2.06 -2.15 -2.06 -1.160
N -2.20 -0.88 -1.69 1.668
C -3.56 -0.56 -1.30 -0.030
C -3.98 -0.84 -0.02 -0.196
C -5.30 -0.57 0.31 -1.051
C -6.15 -0.04 -0.64 -0.871
C -5.71 0.23 -1.93 -0.705
C -4.39 -0.03 -2.26 -0.098
C -1.22 0.03 -1.70 0.719
C -1.57 1.42 -1.27 -1.967
C -1.72 1.64 0.26 -1.026
C -0.89 0.70 1.14 1.379
C -0.95 1.13 2.62 -0.944
O 0.31 1.59 3.09 -0.466
C 0.07 -0.34 -2.15 0.820
C 1.17 0.70 -2.12 -0.915
C 2.64 0.28 -2.04 -1.960
C 3.02 -0.50 -0.78 1.330
F 1.96 -0.74 0.04 -0.205
F 3.49 -1.74 -1.15 -0.386
C 4.22 0.10 0.03 0.314
F 5.16 0.51 -0.83 -0.249
F 4.74 -0.87 0.79 -0.288
S 3.78 1.52 1.23 1.496
F 2.44 1.82 0.41 -0.340
F 3.02 0.47 2.14 -0.324
F 5.12 1.26 2.02 -0.369
F 4.54 2.58 0.32 -0.348
F 3.40 2.66 2.22 -0.337
C 0.21 -1.64 -2.61 0.493
N 1.44 -2.07 -3.19 -0.365
H 1.25 -3.51 0.02 0.153
H 0.20 -4.12 1.28 0.372
H 1.73 -4.93 0.99 0.445
H 0.12 -6.34 -0.05 0.339
H 0.77 -5.47 -1.40 0.363
H -1.96 -5.56 -0.35 -0.764
H -1.42 -3.90 -0.32 -0.053
H 0.21 -4.32 -3.01 0.319
H -1.24 -4.01 -3.96 0.386
H -3.31 -1.27 0.71 0.523
H -5.66 -0.78 1.30 0.479
H -7.19 0.15 -0.39 0.410
H -6.39 0.64 -2.66 0.464
H -4.03 0.16 -3.26 0.594
H -2.49 1.73 -1.76 0.531
H -0.82 2.12 -1.62 0.530
H -2.78 1.63 0.54 0.434
H -1.37 2.65 0.46 0.662
H -1.27 -0.32 1.05 -0.052
H 0.14 0.75 0.81 -0.528
H -1.27 0.29 3.23 0.339
H -1.65 1.96 2.74 0.342
H 0.82 0.83 3.37 0.282
H 1.06 1.33 -3.01 0.698
H 0.97 1.34 -1.27 0.088
H 3.21 1.21 -2.05 0.510
H 2.97 -0.28 -2.90 0.598
H 1.28 -2.36 -4.15 0.382
H 1.81 -2.89 -2.71 0.253
C -8.95 -2.39 -4.89 -1.135
C -9.36 -3.61 -5.29 0.216
C -9.04 -4.86 -4.50 1.036
O -9.47 -5.91 -4.94 -0.614
C -8.26 -4.74 -3.28 -0.925
C -7.85 -3.52 -2.90 0.368
C -8.19 -2.28 -3.67 0.825
O -7.77 -1.22 -3.22 -0.500
O -7.13 -3.30 -1.80 -0.541
O -10.06 -3.83 -6.39 -0.560
H -9.18 -1.49 -5.45 0.462
H -8.03 -5.63 -2.73 0.750
H -6.98 -2.34 -1.76 0.252
H -10.22 -4.79 -6.43 0.378
C 7.03 6.59 2.11 -1.039
C 6.90 5.39 1.53 0.221
C 7.57 5.04 0.22 1.126
O 7.39 3.91 -0.20 -0.596
C 8.36 6.05 -0.44 -1.131
C 8.49 7.26 0.13 0.376
C 7.84 7.60 1.45 1.075
O 8.04 8.71 1.89 -0.659
O 9.19 8.25 -0.39 -0.570
O 6.19 4.39 2.04 -0.545
H 6.56 6.86 3.05 0.756
H 8.82 5.80 -1.39 0.431
H 9.12 9.00 0.23 0.377
H 6.29 3.65 1.41 0.214
C 7.95 8.26 6.06 -0.956
C 8.41 8.93 7.14 0.360
C 7.48 9.54 8.16 0.980
O 8.01 10.10 9.11 -0.618
C 6.05 9.42 7.96 -0.913
C 5.60 8.77 6.89 0.231
C 6.53 8.14 5.88 1.060
O 6.00 7.55 4.95 -0.632
O 4.31 8.61 6.61 -0.590
O 9.69 9.10 7.40 -0.574
H 8.61 7.82 5.33 0.464
H 5.40 9.88 8.69 0.434
H 4.28 8.09 5.78 0.351
H 9.74 9.61 8.23 0.369
C -3.94 -7.24 0.04 -1.083
C -5.21 -6.84 -0.09 0.368
C -6.11 -7.36 -1.18 1.012
O -7.26 -6.93 -1.17 -0.706
C -5.58 -8.30 -2.13 -1.018
C -4.31 -8.70 -2.01 0.261
C -3.41 -8.20 -0.91 1.191
O -2.27 -8.64 -0.88 -0.678
O -3.73 -9.56 -2.84 -0.565
O -5.78 -5.96 0.72 -0.606
H -3.29 -6.89 0.82 0.527
H -6.24 -8.66 -2.92 0.502
H -2.81 -9.68 -2.51 0.364
H -6.70 -5.85 0.40 0.383